[1]
Formula: C4H4O2
Source: the OMol25 dataset
Level of theory: ωB97M-V with the def2-TZVPD basis set

The geometry in XYZ format:
```
10
Properties=species:S:1:pos:R:3:nbo_charge:R:1
O 0.42 1.58 -1.60 -0.68
C 0.15 0.37 -0.98 -0.13
C 0.68 0.26 0.39 0.46
O 1.23 1.14 1.03 -0.52
C -0.03 -0.89 0.97 -0.17
C -0.83 -1.68 1.43 -0.14
H 0.62 2.26 -0.93 0.49
H 0.29 -0.42 -1.71 0.22
H -0.93 -0.30 -0.39 0.23
H -1.59 -2.32 1.79 0.24
```

Relative energy (zero: lowest compared OMol25 entry of this formula, charge and spin): 3.920 eV
Energy: -305.13541 Ha
Frontier orbital gap: 0.3611 Eh

---

[2]
Formula: C23H43N2OP3STl
Source: the OMol25 dataset
Level of theory: ωB97M-V with the def2-TZVPD basis set

The geometry in XYZ format:
```
74
Properties=species:S:1:pos:R:3:lowdin_charge:R:1
Tl -0.02 0.62 -0.52 0.74
P -1.84 2.56 0.05 0.72
P -1.97 -1.41 0.86 0.80
P 2.05 1.60 -1.81 0.78
H -0.58 -3.47 -2.60 0.05
C 0.48 -3.22 -2.70 -0.06
C 1.38 -3.55 -1.75 -0.06
H 1.10 -4.10 -0.85 0.05
C -2.94 2.61 -1.41 -0.23
C -2.90 2.53 1.53 -0.20
C -0.93 4.14 0.04 -0.23
C -1.59 -3.22 0.90 -0.23
C -2.42 -1.12 2.64 -0.23
C -3.63 -1.44 0.10 -0.26
C 3.26 0.29 -2.30 -0.25
C 2.88 2.93 -0.86 -0.20
C 1.17 2.41 -3.21 -0.27
H 0.76 -2.59 -3.56 0.04
H 2.42 -3.23 -1.81 0.05
H -3.60 3.49 -1.39 0.09
H -3.56 1.70 -1.45 0.06
H -2.36 2.64 -2.34 0.06
H -3.63 3.36 1.53 0.09
H -2.29 2.61 2.45 0.06
H -3.47 1.59 1.61 0.04
H -1.63 4.99 -0.03 0.09
H -0.23 4.21 -0.81 0.04
H -0.33 4.25 0.96 0.06
H -2.50 -3.81 1.03 0.08
H -0.89 -3.42 1.72 0.06
H -1.10 -3.48 -0.05 0.02
H -3.40 -1.57 2.89 0.08
H -2.45 -0.03 2.82 0.02
H -1.64 -1.57 3.28 0.06
H -4.27 -2.20 0.56 0.08
H -3.51 -1.67 -0.96 0.06
H -4.11 -0.46 0.20 0.04
H 3.97 0.58 -3.09 0.08
H 2.72 -0.61 -2.62 0.01
H 3.84 0.01 -1.40 0.07
H 3.57 3.54 -1.48 0.10
H 3.46 2.47 -0.04 0.07
H 2.13 3.61 -0.42 0.05
H 1.83 2.90 -3.93 0.08
H 0.43 3.14 -2.85 0.05
H 0.58 1.64 -3.73 -0.01
C 2.04 -0.92 -6.75 -0.62
C 1.48 -0.47 -7.96 -0.10
C 1.42 -1.30 -9.08 -0.06
C 2.01 -2.58 -9.06 -0.05
C 2.71 -2.98 -7.90 -0.07
C 2.76 -2.14 -6.78 -0.11
S 1.96 0.04 -5.29 0.80
H 0.66 0.11 -4.81 -0.11
H 1.09 0.54 -7.99 0.10
H 0.92 -0.98 -9.99 0.12
H 1.95 -3.25 -9.93 0.13
H 3.21 -3.95 -7.89 0.12
H 3.36 -2.43 -5.91 0.10
N 1.36 2.95 6.02 0.20
C 0.89 2.74 4.74 -0.48
O 0.10 3.51 4.23 0.05
C 1.37 1.52 4.03 -0.09
C 2.28 0.57 4.55 0.04
C 2.60 -0.53 3.75 -0.01
C 2.02 -0.66 2.47 -0.11
N 1.20 0.28 1.96 -0.03
C 0.87 1.32 2.73 -0.10
H 1.05 3.78 6.49 0.13
H 2.07 2.37 6.46 0.10
H 2.72 0.69 5.54 0.13
H 3.30 -1.33 4.08 0.14
H 2.23 -1.54 1.83 0.13
H 0.16 2.03 2.31 0.08
```

Relative energy (zero: lowest compared OMol25 entry of this formula, charge and spin): 0.000 eV
Energy: -2680.67505 Ha
Frontier orbital gap: 0.1246 Eh
Total charge: +3

---

[3]
Formula: C38H41N4O4P2SW
Source: the OMol25 dataset
Level of theory: ωB97M-V with the def2-TZVPD basis set

The geometry in XYZ format:
```
91
Properties=species:S:1:pos:R:3:lowdin_charge:R:1
W 0.83 0.38 -0.20 1.53
C -2.22 -0.09 -1.93 -0.25
P -1.87 0.81 -0.40 1.07
C -2.90 -0.07 0.81 -0.34
C -3.19 0.58 2.01 -0.09
C -4.06 0.01 2.93 -0.05
C -4.68 -1.20 2.64 -0.07
C -4.40 -1.84 1.44 -0.07
C -3.49 -1.30 0.54 -0.07
C -2.71 2.42 -0.40 -0.37
C -4.06 2.46 -0.72 -0.07
C -4.75 3.66 -0.64 -0.06
C -4.10 4.81 -0.23 -0.06
C -2.75 4.77 0.10 -0.05
C -2.05 3.58 0.01 -0.09
C -1.30 -1.27 -1.87 -0.40
C -1.46 -2.53 -2.35 -0.02
C -0.31 -3.30 -1.96 -0.01
C 0.52 -2.48 -1.28 -0.37
C 1.79 -2.79 -0.55 -0.28
P 1.45 -1.90 1.02 1.02
C 0.26 -3.06 1.76 -0.31
C -0.88 -2.61 2.42 -0.05
C -1.72 -3.53 3.05 -0.06
C -1.43 -4.88 3.01 -0.06
C -0.29 -5.33 2.35 -0.06
C 0.55 -4.42 1.73 -0.11
C 2.75 -1.75 2.27 -0.33
C 3.14 -2.87 3.01 -0.07
C 4.01 -2.75 4.08 -0.06
C 4.49 -1.51 4.46 -0.06
C 4.10 -0.38 3.75 -0.05
C 3.24 -0.50 2.67 -0.13
N -0.07 -1.20 -1.20 -0.16
H -2.04 0.55 -2.79 0.08
H -3.26 -0.41 -1.96 0.10
H -2.75 1.55 2.23 0.11
H -4.26 0.53 3.86 0.12
H -5.38 -1.63 3.34 0.11
H -4.87 -2.79 1.21 0.11
H -3.27 -1.84 -0.37 0.09
H -4.59 1.55 -1.01 0.12
H -5.81 3.69 -0.89 0.11
H -4.64 5.74 -0.16 0.11
H -2.24 5.67 0.43 0.12
H -1.00 3.55 0.26 0.09
H -2.32 -2.89 -2.92 0.12
H -0.13 -4.34 -2.17 0.12
H 2.69 -2.40 -1.02 0.04
H 1.88 -3.86 -0.44 0.08
H -1.09 -1.55 2.49 0.09
H -2.59 -3.18 3.57 0.10
H -2.09 -5.59 3.49 0.11
H -0.05 -6.38 2.33 0.11
H 1.44 -4.80 1.23 0.10
H 2.78 -3.85 2.75 0.09
H 4.29 -3.64 4.63 0.11
H 5.15 -1.41 5.31 0.11
H 4.46 0.60 4.04 0.12
H 2.96 0.40 2.15 0.05
O 1.07 3.54 2.33 0.19
C 0.78 2.51 1.83 -0.49
O 1.03 2.18 0.54 -0.26
C 0.08 1.33 2.52 -0.50
O -0.31 1.34 3.64 0.18
O -0.02 0.30 1.66 -0.33
C 4.94 0.98 -2.98 -0.09
N 3.49 0.99 -3.03 -0.07
C 2.80 1.40 -1.87 -0.85
N 3.25 2.61 -1.28 0.09
S 3.10 0.03 -0.48 0.74
H 5.32 0.53 -3.90 0.09
H 5.34 0.42 -2.13 0.07
H 5.33 1.99 -2.94 0.08
H 3.11 0.11 -3.36 0.12
H 4.23 2.80 -1.39 0.09
H 2.68 3.41 -1.50 0.08
C -0.39 2.84 -2.75 -0.05
C 0.77 1.96 -3.17 -0.56
C 1.69 2.92 -3.94 -0.05
C 0.33 0.86 -4.15 -0.02
N 1.38 1.27 -1.97 -0.16
H -0.92 3.21 -3.63 0.11
H -0.03 3.70 -2.18 0.10
H -1.10 2.32 -2.14 0.00
H 1.06 3.43 -4.66 0.10
H 2.49 2.41 -4.48 0.08
H 2.14 3.68 -3.31 0.08
H -0.42 1.24 -4.85 0.10
H -0.08 -0.01 -3.63 0.06
H 1.19 0.51 -4.73 0.08
```

Relative energy (zero: lowest compared OMol25 entry of this formula, charge and spin): 0.020 eV
Energy: -3140.47008 Ha
Frontier orbital gap: 0.2319 Eh
Total charge: +1

---

[4]
Formula: C27H14Br2Cl4IN3O2S2V
Source: the OMol25 dataset
Level of theory: ωB97M-V with the def2-TZVPD basis set

The geometry in XYZ format:
```
56
Properties=species:S:1:pos:R:3:nbo_charge:R:1
V 0.11 -0.54 -0.57 1.25
Br -0.79 4.92 -4.42 0.00
C -0.56 3.37 -3.33 -0.03
C -1.70 2.65 -2.95 -0.36
C -1.48 1.52 -2.18 0.09
N -0.27 1.11 -1.80 -0.54
C 0.84 1.83 -2.16 0.26
C 0.69 2.99 -2.96 -0.28
C 2.07 1.34 -1.69 0.10
C 3.32 1.95 -1.97 -0.19
C 4.46 1.37 -1.50 -0.08
Br 6.15 2.17 -1.86 -0.01
C 4.42 0.17 -0.75 -0.38
C 3.17 -0.35 -0.50 0.11
N 2.02 0.20 -0.91 -0.58
H -2.69 2.95 -3.23 0.22
H -2.30 0.90 -1.85 0.23
H 1.55 3.57 -3.27 0.22
H 3.37 2.86 -2.54 0.21
H 5.31 -0.30 -0.38 0.22
H 3.09 -1.27 0.06 0.20
S -1.98 -1.76 -1.03 -0.30
C -1.76 -2.67 -2.52 -0.08
C -2.85 -3.36 -3.06 -0.27
C -2.73 -4.12 -4.22 -0.26
C -1.50 -4.19 -4.87 -0.26
C -0.42 -3.50 -4.34 -0.23
C -0.52 -2.74 -3.17 -0.23
S 0.88 -1.89 -2.55 -0.31
H -3.80 -3.30 -2.55 0.20
H -3.60 -4.64 -4.62 0.19
H -1.39 -4.77 -5.78 0.19
H 0.55 -3.55 -4.84 0.20
Cl -1.20 4.54 4.82 -0.03
C -1.05 3.23 3.67 -0.08
C -1.80 2.09 3.84 -0.16
Cl -2.90 1.92 5.17 -0.03
C -1.66 1.05 2.90 -0.14
Cl -2.54 -0.44 3.09 -0.01
C -0.81 1.14 1.81 0.27
O -0.66 0.14 0.97 -0.82
C 0.01 2.34 1.61 0.33
O 0.81 2.40 0.65 -0.72
C -0.16 3.35 2.60 -0.19
Cl 0.81 4.78 2.40 -0.04
I 1.95 -0.51 2.86 0.24
C 1.62 -2.37 1.94 0.11
C 2.24 -3.49 2.47 -0.30
C 1.98 -4.72 1.88 -0.16
C 1.12 -4.77 0.80 -0.26
C 0.56 -3.59 0.33 0.09
N 0.82 -2.40 0.89 -0.49
H 2.90 -3.40 3.32 0.22
H 2.45 -5.61 2.27 0.20
H 0.88 -5.71 0.32 0.22
H -0.12 -3.58 -0.51 0.25
```

2S+1: 4
Relative energy (zero: lowest compared OMol25 entry of this formula, charge and spin): 0.963 eV
Energy: -10379.12853 Ha
Frontier orbital gap (alpha / beta): 0.1608 / 0.1955 Eh
Total charge: -2

---

[5]
Formula: C3H12NO2
Source: the OMol25 dataset
Level of theory: ωB97M-V with the def2-TZVPD basis set

The geometry in XYZ format:
```
18
Properties=species:S:1:pos:R:3:nbo_charge:R:1
C 1.16 -0.22 1.53 -0.67
C -0.27 -0.10 1.25 0.13
C -1.22 -0.78 2.00 -0.36
N -0.66 1.11 0.59 -0.73
H 1.62 -0.63 0.69 0.24
H 1.57 0.77 1.69 0.23
H 1.27 -0.76 2.51 0.26
H -2.21 -0.42 2.28 0.23
H -0.88 -1.77 2.06 0.23
H -0.72 1.90 1.20 0.43
H -1.59 0.94 0.26 0.44
H 0.08 1.26 -0.22 0.50
H 0.43 0.49 -2.56 0.54
H 0.90 1.96 -2.33 0.50
O 0.49 1.24 -1.85 -1.00
H 0.75 -1.87 -3.23 0.49
H -0.73 -1.81 -2.75 0.50
O 0.02 -1.31 -3.13 -0.97
```

Relative energy (zero: lowest compared OMol25 entry of this formula, charge and spin): 1.927 eV
Energy: -326.44230 Ha
Frontier orbital gap: 0.3847 Eh
Total charge: +1

---

[6]
Formula: C34H96N6O16
Source: the OMol25 dataset
Level of theory: ωB97M-V with the def2-TZVPD basis set

The geometry in XYZ format:
```
152
Properties=species:S:1:pos:R:3:lowdin_charge:R:1
C 19.09 -5.95 -12.35 -0.07
C 20.14 -5.36 -11.50 -0.45
C 21.53 -6.01 -11.65 -0.22
O 22.30 -5.69 -10.52 -0.10
C 23.38 -6.54 -10.23 -0.15
N 20.37 -3.96 -11.87 0.04
H 19.45 -6.08 -13.37 0.09
H 18.20 -5.32 -12.32 0.09
H 18.75 -6.87 -11.87 0.06
H 19.67 -5.37 -10.52 0.14
H 21.96 -5.71 -12.60 0.14
H 21.42 -7.09 -11.68 0.08
H 24.07 -6.85 -11.01 -0.01
H 23.16 -7.53 -9.83 0.11
H 24.00 -5.91 -9.59 0.07
H 21.16 -3.51 -11.42 0.07
H 19.62 -3.47 -11.39 0.07
C 24.15 -5.87 -7.62 -0.04
C 25.20 -6.86 -8.16 -0.20
C 24.66 -8.33 -7.93 -0.12
O 23.89 -8.72 -9.01 -0.18
C 23.04 -9.81 -8.86 -0.22
N 25.46 -6.45 -9.54 -0.14
H 24.55 -4.86 -7.76 0.14
H 23.87 -5.94 -6.57 0.10
H 23.28 -5.79 -8.27 0.12
H 26.14 -6.76 -7.61 0.02
H 24.04 -8.40 -7.04 0.09
H 25.45 -9.06 -7.76 0.11
H 23.34 -10.71 -9.40 0.16
H 22.03 -9.52 -9.15 0.04
H 22.98 -10.16 -7.83 0.05
H 24.79 -7.03 -10.02 0.02
H 26.29 -6.96 -9.80 -0.22
C 25.42 -6.87 -11.91 -0.04
C 26.53 -6.04 -11.42 -0.36
C 27.70 -5.66 -12.31 -0.09
O 29.03 -5.60 -11.66 -0.33
C 29.89 -4.65 -12.23 -0.09
N 26.03 -4.87 -10.68 0.08
H 24.88 -6.40 -12.73 0.13
H 24.67 -7.02 -11.13 -0.05
H 25.60 -7.92 -12.13 0.09
H 26.83 -6.65 -10.56 0.09
H 27.54 -4.80 -12.96 0.12
H 27.65 -6.45 -13.06 0.12
H 29.34 -3.76 -12.56 0.09
H 30.61 -5.03 -12.95 0.09
H 30.54 -4.28 -11.44 0.09
H 25.53 -5.13 -9.84 -0.02
H 26.83 -4.43 -10.26 0.07
C 18.45 -13.16 -7.06 -0.06
C 18.55 -11.66 -6.71 -0.40
C 19.31 -10.90 -7.77 -0.19
O 20.57 -11.55 -7.70 -0.20
C 21.63 -11.01 -8.53 -0.20
N 17.11 -11.34 -6.64 0.03
H 19.45 -13.59 -7.10 0.07
H 18.09 -13.35 -8.08 0.08
H 17.88 -13.76 -6.35 0.07
H 19.13 -11.49 -5.80 0.13
H 19.32 -9.81 -7.70 0.08
H 18.90 -11.31 -8.69 0.15
H 22.03 -10.16 -7.99 0.01
H 21.23 -10.57 -9.45 0.10
H 22.24 -11.88 -8.77 0.15
H 17.06 -10.40 -6.28 0.07
H 16.65 -12.07 -6.11 0.06
C 29.18 -6.80 -5.88 -0.01
C 28.85 -6.77 -7.35 -0.32
C 29.21 -8.01 -8.20 -0.03
O 28.65 -8.02 -9.56 -0.21
C 29.41 -7.31 -10.50 -0.04
N 27.47 -6.43 -7.47 -0.02
H 28.47 -7.31 -5.23 0.06
H 29.69 -5.89 -5.55 0.09
H 29.97 -7.56 -5.91 0.09
H 29.33 -5.89 -7.79 0.15
H 28.79 -8.86 -7.66 0.09
H 30.26 -8.28 -8.16 0.15
H 28.99 -7.26 -11.50 0.12
H 30.43 -7.68 -10.61 0.14
H 29.53 -6.29 -10.13 0.13
H 27.03 -6.79 -8.31 0.09
H 26.85 -6.75 -6.74 0.02
C 28.86 -1.92 -4.05 -0.10
C 27.62 -2.72 -3.99 -0.46
C 27.45 -3.54 -5.32 -0.04
O 26.18 -4.37 -5.40 -0.09
C 26.14 -5.20 -6.57 -0.20
N 27.65 -3.56 -2.81 0.05
H 29.11 -1.43 -3.10 0.08
H 28.75 -1.08 -4.74 0.09
H 29.73 -2.54 -4.24 0.08
H 26.83 -1.97 -3.93 0.13
H 28.35 -4.15 -5.47 0.10
H 27.48 -2.87 -6.18 0.12
H 25.14 -5.47 -6.91 -0.04
H 26.73 -6.08 -6.35 -0.02
H 26.53 -4.64 -7.42 0.16
H 27.37 -2.97 -2.05 0.08
H 26.93 -4.27 -2.88 0.06
C 25.52 -6.71 -4.96 -0.19
C 24.58 -7.83 -4.59 -0.19
O 23.55 -7.89 -5.55 -0.11
O 24.88 -5.44 -4.91 -0.09
H 25.78 -6.67 -6.01 0.05
H 26.44 -6.70 -4.38 0.16
H 24.00 -7.49 -3.74 0.13
H 25.05 -8.81 -4.49 0.11
H 23.34 -6.99 -5.81 0.08
H 25.56 -4.82 -4.65 -0.14
C 23.42 -10.87 -5.94 -0.21
C 22.14 -11.43 -5.33 -0.19
O 21.83 -10.83 -4.10 -0.06
O 24.54 -11.63 -5.60 -0.04
H 23.60 -9.81 -5.73 0.10
H 23.20 -11.02 -7.00 0.09
H 22.16 -12.51 -5.18 0.14
H 21.37 -11.08 -6.02 0.09
H 21.68 -9.89 -4.22 0.08
H 25.01 -10.95 -5.11 0.06
C 27.24 -9.34 -11.35 -0.12
C 26.27 -8.84 -10.25 -0.10
O 26.74 -7.78 -9.47 -0.11
O 28.53 -9.63 -10.74 -0.06
H 27.32 -8.52 -12.06 0.10
H 26.85 -10.27 -11.77 0.14
H 26.20 -9.65 -9.52 0.15
H 25.32 -8.56 -10.71 0.12
H 27.59 -8.02 -9.10 -0.05
H 28.92 -8.77 -10.60 -0.06
C 27.00 -9.48 -5.72 -0.15
C 27.52 -10.48 -6.73 -0.16
O 26.37 -11.30 -7.05 -0.08
O 25.85 -8.69 -6.09 -0.26
H 27.72 -8.70 -5.51 0.09
H 26.71 -9.96 -4.79 0.13
H 28.28 -11.14 -6.31 0.14
H 27.79 -9.98 -7.66 0.09
H 26.27 -12.01 -6.41 0.09
H 25.29 -9.34 -6.52 0.04
C 20.38 -8.10 -10.09 -0.16
C 20.31 -8.33 -8.56 -0.23
O 19.36 -7.42 -8.11 -0.01
O 21.15 -9.19 -10.70 -0.09
H 20.82 -7.11 -10.22 0.07
H 19.38 -7.98 -10.51 0.11
H 21.32 -8.16 -8.17 0.14
H 20.00 -9.36 -8.38 0.03
H 18.43 -7.67 -8.18 0.10
H 21.68 -8.96 -11.47 0.10
```

Relative energy (zero: lowest compared OMol25 entry of this formula, charge and spin): 66.129 eV
Energy: -2882.76595 Ha
Frontier orbital gap: 0.2398 Eh